a.
Below is a 2-piece molecular cluster, C3H6N2S2 overall, with properties calculated with wB97M-V/def2-TZVPD.

Each line ends with the natural charge from an NBO analysis.
Geometry (Å):
C1 -0.6374 1.4200 -0.9428  -0.088
C2 0.7732 -0.1405 1.6780  -0.326
C3 -1.0211 0.3131 -1.7056  -0.775
N1 1.4968 0.2853 -0.5159  -0.282
N2 1.6341 -0.1002 0.6790  -0.286
S1 -0.7285 2.9017 -0.6891  0.264
S2 1.2978 -1.1314 3.0653  -0.034
H1 -0.1817 0.3436 1.4494  0.211
H2 -0.1535 -0.2501 -2.1733  0.298
H3 -1.8231 0.6210 -2.3881  0.220
H4 -1.5505 -0.4454 -1.0739  0.266
H5 2.5397 -0.4877 1.0890  0.393
H6 0.7903 -0.3543 4.0893  0.138

HOMO energy (spin up / spin down)	-0.2740 / -0.2528	Ha
net charge	0

b.
Below is one molecule with the formula C3H6N2S2, with properties calculated with wB97M-V/def2-TZVPD.

Each line ends with the natural charge from an NBO analysis.
Geometry (Å):
C1 -0.3295 -1.2852 -0.0021  -0.443
C2 -1.8631 0.6424 -0.0043  -0.062
C3 0.4522 1.0975 -0.0074  0.262
H1 0.2643 -1.5522 0.8865  0.220
H2 0.2389 -1.5817 -0.8718  0.219
H3 -1.2743 -1.8065 -0.0204  0.252
H4 -1.8649 1.7120 -0.0109  0.191
H5 0.0918 2.1181 0.0312  0.184
H6 3.7958 0.1664 0.0070  0.123
N1 -0.5855 0.1550 -0.0005  -0.426
N2 1.7246 0.9936 -0.0064  -0.591
S1 -3.2641 -0.2005 0.0000  -0.092
S2 2.6138 -0.4589 -0.0009  0.163

SMILES	CN(C=S)/C=N\S
HOMO energy	-0.3159	Ha
net charge	0

c.
Below is one molecule with the formula C3H6N2S2, with properties calculated with wB97M-V/def2-TZVPD.

Each line ends with the natural charge from an NBO analysis.
Geometry (Å):
C1 0.0075 1.1416 0.0195  0.459
C2 -0.6277 -0.0866 0.7334  -0.566
C3 -0.0480 -1.3121 0.0307  -0.263
H1 1.8236 0.6599 0.9069  0.396
H2 1.7735 1.9384 -0.1912  0.391
H3 -1.4256 1.4892 -1.1136  0.334
H4 -1.7001 -0.0022 0.6908  0.238
H5 -0.2635 -0.1148 1.7759  0.255
H6 -0.5568 -3.0800 -1.5060  0.162
N1 1.2643 1.4275 0.4986  -0.820
N2 -0.4739 1.8167 -0.9448  -0.690
S1 -1.2247 -1.9067 -1.1100  0.105
S2 1.4514 -1.9709 0.2097  -0.003

SMILES	[H]/N=C(/N)CC(=S)S
HOMO energy	-0.3330	Ha
net charge	0

c takes first place; second place is 70.0 kJ/mol up.

a.
Below is one molecule with the formula C3H6N2S2, with properties calculated with wB97M-V/def2-TZVPD.

Each line ends with the natural charge from an NBO analysis.
Geometry (Å):
C1 0.3161 -1.2847 -0.0015  -0.441
C2 1.8556 0.6283 0.0013  -0.071
C3 -0.4595 1.0910 -0.0060  0.265
H1 -0.2359 -1.5647 -0.8987  0.220
H2 -0.2259 -1.5428 0.8990  0.219
H3 1.2550 -1.8016 0.0054  0.250
H4 1.8684 1.7420 -0.0144  0.198
H5 -0.0907 2.1221 0.0094  0.184
H6 -3.7827 0.1604 0.0107  0.119
N1 0.5805 0.1458 -0.0053  -0.430
N2 -1.7233 0.9786 0.0017  -0.593
S1 3.2558 -0.2092 -0.0001  -0.091
S2 -2.6132 -0.4652 -0.0015  0.171

SMILES	CN(C=S)/C=N\S
HOMO energy	-0.3163	Ha
net charge	0

b.
Below is C3H6N2S2 as an isolated structure, with properties calculated with wB97M-V/def2-TZVPD.

Each line ends with the natural charge from an NBO analysis.
Geometry (Å):
C1 1.1752 1.3561 0.5460  -0.201
C2 2.2835 1.2229 -0.1539  -0.440
C3 0.3226 -0.3420 0.5627  -0.174
N1 -1.3904 -1.3714 -0.8393  -0.637
N2 -0.5534 -0.3100 -0.5913  -0.478
S1 2.8649 -0.3223 -0.6383  0.158
S2 1.7953 -1.4628 0.6591  0.061
H1 0.6075 2.1889 0.8543  0.222
H2 3.0423 2.0344 -0.5788  0.257
H3 -0.1699 -0.3903 1.4922  0.205
H4 -1.0864 -2.0912 -0.2254  0.337
H5 -2.4155 -1.0909 -0.5671  0.343
H6 0.0147 -0.1049 -1.3289  0.348

HOMO energy	-0.3067	Ha
net charge	0

a takes first place; second place is 199.2 kJ/mol up.

a.
Below is a 3-piece molecular cluster, C4H11N2O2 overall, with properties calculated with wB97M-V/def2-TZVPD.

Each line ends with the natural charge from an NBO analysis.
Geometry (Å):
C1 0.0280 2.2451 0.3128  -0.649
C2 0.3760 0.9062 -0.2401  0.160
C3 0.7387 0.5880 -1.4989  -0.076
N1 0.6407 -0.8059 -1.6237  -0.469
C4 0.2354 -1.2910 -0.4483  0.299
N2 0.1062 -0.2814 0.4056  -0.433
H1 -0.3160 2.0705 1.3382  0.232
H2 -0.7560 2.6638 -0.3069  0.252
H3 0.7878 3.0147 0.3848  0.257
H4 0.9953 1.1880 -2.3548  0.251
H5 0.6659 -1.1850 -2.5575  0.457
H6 -0.0548 -2.3195 -0.2755  0.251
H7 -0.1352 -0.3735 1.3785  0.459
H8 -3.8355 -0.0888 -0.4649  0.486
H9 -3.4905 -1.1880 0.5466  0.478
O1 -3.1101 -0.4447 0.0773  -0.962
H10 2.9712 -1.1424 1.4436  0.494
H11 2.0710 -2.0708 2.3311  0.493
O2 2.0819 -1.4852 1.5521  -0.979

HOMO energy	-0.4971	Ha
net charge	+1

b.
Below is a 2-piece molecular cluster, C4H11N2O2 overall, with properties calculated with wB97M-V/def2-TZVPD.

Each line ends with the natural charge from an NBO analysis.
Geometry (Å):
O1 -1.1417 -1.5350 1.0413  -0.510
C1 -1.1804 -0.3276 0.9703  0.821
O2 -1.6956 0.5086 1.9915  -0.704
C2 -0.7670 0.5415 -0.2541  -0.176
C3 0.5454 -0.0917 -0.7401  -0.367
C4 1.6928 0.1250 0.2009  -0.278
N1 1.6830 -0.8783 1.4167  -0.774
N2 -1.9478 0.4149 -1.1425  -0.577
H1 -2.0182 0.1440 2.8309  0.533
H2 -0.5528 1.5881 0.1537  0.267
H3 0.7135 0.5763 -1.6680  0.254
H4 0.4767 -1.0504 -1.1362  0.249
H5 2.7308 0.2848 -0.3611  0.273
H6 1.6596 1.2053 0.6424  0.234
H7 2.6950 -1.0690 1.7595  0.397
H8 -0.3946 0.0257 -3.1209  0.252
H9 1.2981 -1.7505 1.1734  0.377
H10 -1.6860 -0.0222 -2.1445  0.332
H11 -2.1107 1.3106 -1.6131  0.398

HOMO energy	-0.4990	Ha
net charge	+1

a takes first place; second place is 793.4 kJ/mol up.

a.
Below is a 12-piece molecular cluster, CH25O12 overall, with properties calculated with wB97M-V/def2-TZVPD.

Each line ends with the natural charge from an NBO analysis.
Geometry (Å):
C1 -0.1621 0.0799 -0.2001  -0.265
O1 0.0099 -0.7141 0.9249  -0.970
H1 -0.1171 1.1509 0.1269  0.160
H2 -1.1371 -0.1111 -0.5341  0.153
H3 0.5259 -0.1531 -0.9991  0.094
O2 1.4939 1.1919 -3.0151  -0.955
H4 1.3909 0.6409 -2.2641  0.472
H5 2.3909 1.4219 -3.1111  0.476
O3 -0.2851 -3.2941 0.1399  -0.972
H6 -0.3311 -2.3901 0.4379  0.492
H7 -0.4511 -3.3321 -0.7901  0.453
O4 -2.6681 -1.2521 1.0799  -0.951
H8 -3.1391 -0.8721 0.3639  0.435
H9 -1.7491 -0.9591 0.8839  0.491
O5 -0.5491 -0.9411 -3.6251  -0.952
H10 -0.1431 -0.9081 -4.5281  0.464
H11 -0.4261 0.0069 -3.3261  0.488
O6 -2.3541 2.4779 1.1869  -0.958
H12 -2.9511 2.0709 0.5329  0.459
H13 -2.3121 1.8039 1.8949  0.504
O7 1.6089 -2.3561 -2.2681  -0.927
H14 1.7429 -2.0691 -3.1651  0.459
H15 1.1329 -1.6731 -1.8451  0.467
O8 -1.0111 3.4079 -1.5931  -0.950
H16 -1.3761 2.9969 -0.7761  0.489
H17 -1.6621 4.0189 -1.8991  0.457
O9 2.6549 0.9949 -0.1881  -0.963
H18 1.7509 0.6479 -0.0451  0.485
H19 3.1939 0.2079 -0.3201  0.474
O10 0.1439 1.2589 2.6019  -1.012
H20 0.9809 1.6739 2.3959  0.468
H21 0.0899 0.6339 1.8099  0.501
O11 -0.6831 -0.8831 4.1039  -0.954
H22 -0.2381 -0.8001 4.9759  0.450
H23 -0.3661 -0.2431 3.5239  0.490
O12 1.9009 -1.5071 2.4439  -1.014
H24 1.1669 -1.2291 1.8179  0.510
H25 1.9319 -0.9981 3.2489  0.451

HOMO energy	-0.2216	Ha
net charge	-1

b.
Below is a 12-piece molecular cluster, CH25O12 overall, with properties calculated with wB97M-V/def2-TZVPD.

Each line ends with the natural charge from an NBO analysis.
Geometry (Å):
C1 0.2740 0.2813 -1.1023  -0.297
O1 -0.1570 0.9013 0.0867  -1.016
H1 0.1150 -0.7657 -0.9013  0.168
H2 1.3260 0.6073 -1.3013  0.162
H3 -0.3240 0.6223 -1.9303  0.183
O2 -1.5340 -2.6327 1.6677  -0.984
H4 -1.6700 -1.8727 1.0597  0.501
H5 -0.9860 -2.2177 2.3407  0.451
O3 1.3040 -3.2127 0.8537  -0.973
H6 0.5300 -3.2567 1.3767  0.477
H7 1.4680 -2.2667 0.7637  0.487
O4 0.1290 3.0023 1.5387  -0.977
H8 -0.1360 2.1253 1.1477  0.491
H9 -0.2190 2.9003 2.4447  0.454
O5 -1.0590 0.3163 2.5037  -0.964
H10 -0.6850 0.5473 1.6257  0.493
H11 -0.3340 -0.1277 2.9307  0.435
O6 -1.7970 2.3973 -0.8793  -0.981
H12 -1.2870 3.0393 -1.3143  0.456
H13 -1.1210 1.7443 -0.6183  0.481
O7 -0.7080 -2.9847 -1.5343  -0.972
H14 -0.0660 -3.0957 -0.8633  0.500
H15 -1.5040 -3.5347 -1.3973  0.484
O8 -2.2260 -0.9407 -0.3723  -0.962
H16 -1.5940 -0.2397 -0.1863  0.480
H17 -1.7140 -1.4907 -0.9313  0.480
O9 -2.8930 0.7703 -2.9703  -0.960
H18 -2.6760 1.4873 -3.5453  0.444
H19 -2.4270 1.1313 -2.1803  0.493
O10 1.7870 2.8963 -1.0003  -0.941
H20 1.2740 2.1973 -0.6193  0.483
H21 2.6810 2.7133 -0.7213  0.453
O11 1.8030 -0.4397 1.4517  -1.025
H22 1.6030 -0.0637 2.3457  0.482
H23 1.0910 -0.0867 0.8157  0.517
O12 4.1810 -0.4537 -0.2793  -0.944
H24 3.3210 -0.5047 0.1217  0.486
H25 4.2310 0.5053 -0.4263  0.452

HOMO energy	-0.2518	Ha
net charge	-1

b takes first place; second place is 103.0 kJ/mol up.

a.
Below is a 2-piece molecular cluster, C3H12N4 overall, with properties calculated with wB97M-V/def2-TZVPD.

Each line ends with the natural charge from an NBO analysis.
Geometry (Å):
C1 -0.7858 0.0176 1.2687  -0.001
C2 -1.3970 -0.0944 -2.4060  -0.460
C3 1.7248 0.9963 1.6811  -0.420
N1 -0.3810 0.2276 -1.4231  -0.051
N2 -1.4631 -0.5667 0.2558  -0.818
N3 0.9690 -0.1404 1.1458  -0.666
N4 0.7252 -0.4142 -1.4788  -0.533
H1 -1.3618 -1.5844 0.2580  0.310
H2 1.2474 -1.0051 1.6015  0.377
H3 0.6481 -1.3227 -1.9737  0.280
H4 1.1202 -0.2643 0.0592  0.443
H5 -0.9398 -0.3525 2.2914  0.148
H6 -0.8578 1.1038 1.2271  0.168
H7 -2.3626 0.1607 -1.9721  0.235
H8 -1.4032 -1.1604 -2.6801  0.168
H9 -1.2123 0.5177 -3.2913  0.207
H10 2.8026 0.8293 1.6086  0.203
H11 1.4687 1.8822 1.1009  0.215
H12 1.4586 1.1699 2.7271  0.197

HOMO energy (spin up / spin down)	-0.2623 / -0.2623	Ha
net charge	0

b.
Below is a 2-piece molecular cluster, C3H12N4 overall, with properties calculated with wB97M-V/def2-TZVPD.

Each line ends with the natural charge from an NBO analysis.
Geometry (Å):
C1 1.9975 -0.1304 1.2493  -0.608
C2 1.5240 1.0841 0.4606  -0.614
H1 1.5338 -0.1417 2.2328  0.203
H2 3.0726 -0.1248 1.3806  0.198
H3 1.6849 -1.0496 0.7393  0.209
H4 1.7321 2.0006 1.0104  0.203
H5 2.0754 1.1695 -0.4732  0.192
H6 0.4050 1.0083 0.3047  0.213
C3 -1.4555 -0.3737 -0.2691  0.508
N1 0.1240 -0.9090 -1.8382  -0.680
N2 -2.1704 -0.6819 0.8858  -0.823
N3 -1.7956 0.8392 -0.8678  -0.861
N4 -0.6863 -1.2724 -0.7680  -0.381
H7 0.9070 -1.5559 -1.8536  0.363
H8 0.4803 0.0618 -1.7158  0.340
H9 -3.1678 -0.5300 0.8256  0.366
H10 -1.9522 -1.6074 1.2265  0.396
H11 -1.6011 0.9911 -1.8467  0.394
H12 -2.7077 1.2222 -0.6831  0.384

SMILES	NN=C(N)N.CC
HOMO energy	-0.2843	Ha
net charge	0

b takes first place; second place is 343.7 kJ/mol up.

a.
Below is one molecule with the formula C2H4N4S, with properties calculated with wB97M-V/def2-TZVPD.

Each line ends with the natural charge from an NBO analysis.
Geometry (Å):
C1 -0.6298 0.4915 -1.5431  -0.278
C2 -0.2452 -0.4552 -0.4692  0.038
N1 -0.4508 1.6991 -1.1766  0.071
N2 -0.4039 2.5662 -0.4274  -0.005
N3 0.2687 0.1320 0.7006  -0.436
N4 0.5499 -0.8601 1.7033  -0.686
S1 -0.2447 -2.0482 -0.7733  -0.133
H1 -0.6351 -0.0145 -2.5192  0.276
H2 -0.2143 0.9777 0.9236  0.386
H3 0.5613 -1.8281 1.3524  0.398
H4 1.4438 -0.6604 2.2288  0.367

HOMO energy	-0.3215	Ha
net charge	0

b.
Below is one molecule with the formula C2H4N4S, with properties calculated with wB97M-V/def2-TZVPD.

Each line ends with the natural charge from an NBO analysis.
Geometry (Å):
C1 -0.5335 0.2355 -0.4081  0.137
C2 1.0287 0.5383 1.3100  0.209
N1 0.2123 -0.1565 0.5947  -0.471
N2 0.9994 1.8581 1.2609  -0.559
N3 -0.9818 -1.9404 -1.0665  -0.580
N4 -1.0661 -0.5908 -1.2540  -0.194
S1 0.6176 2.9542 0.2007  0.357
H1 -0.5881 1.3541 -0.4558  0.157
H2 -0.4739 -2.1110 -0.2651  0.375
H3 -0.8439 -2.3418 -1.9568  0.386
H4 1.6293 0.2003 2.0399  0.183

SMILES	N/N=C\N=C/N=S
HOMO energy (spin up / spin down)	-0.3054 / -0.3005	Ha
net charge	0

a takes first place; second place is 83.8 kJ/mol up.